1.
Formula: C15H26FeN6O5PS
Source: OMol25
Level of theory: ωB97M-V/def2-TZVPD

Properties
Kohn-Sham gap (alpha / beta) = 7.832 / 6.891 eV

```
! wB97M-V def2-TZVPD RIJCOSX def2/J DEFGRID3
* xyz 2 6
Fe -0.32989 0.26407 0.88146
N -3.86361 2.67527 -0.08608
C -2.93472 1.74842 0.14612
S -1.44950 2.29972 0.90509
N -3.21267 0.51350 -0.20958
N -2.20135 -0.34142 0.02283
C -2.35754 -1.58717 -0.22766
C -1.20871 -2.46159 -0.00756
C -1.26474 -3.82811 -0.23740
C -0.12689 -4.58976 -0.02564
C 1.03156 -3.96455 0.41334
C 1.00841 -2.59672 0.61982
N -0.07953 -1.85689 0.40701
H -3.70661 3.63809 0.15242
H -4.74508 2.40007 -0.48916
H -3.30401 -1.96970 -0.59635
H -2.18794 -4.27963 -0.57449
H -0.14415 -5.65756 -0.19715
H 1.93809 -4.52281 0.59689
H 1.88874 -2.06935 0.96451
C 1.36088 2.83992 -2.90941
O 1.10562 2.07364 -1.70473
P 0.08850 0.86030 -1.68649
O 0.77772 -0.14435 -2.73684
C 0.36478 -1.50926 -2.91894
O -1.17157 1.46482 -2.45176
C -2.00924 0.77750 -3.39680
H 2.04715 3.63093 -2.62485
H 0.43325 3.26969 -3.27822
H 1.81075 2.20120 -3.66706
H 0.59457 -1.77096 -3.94776
H -0.70530 -1.63293 -2.75212
H 0.92203 -2.15886 -2.24215
H -2.61014 1.54067 -3.88190
H -2.66312 0.07720 -2.87750
H -1.40364 0.27106 -4.14714
C 4.45850 0.74251 -1.26920
C 4.12141 1.31794 0.11195
C 2.79362 0.90894 0.54346
N 1.74457 0.57035 0.85649
H 5.44100 1.09864 -1.56996
H 3.72838 1.06195 -2.00981
H 4.48190 -0.34568 -1.24565
H 4.12568 2.41010 0.10303
H 4.83384 0.99660 0.87353
N -0.52559 1.15801 5.77423
C -1.17923 0.08506 4.95338
C -0.61911 0.23550 3.54003
O 0.25187 1.10059 3.35603
O -1.08936 -0.52413 2.65316
H -1.18244 1.87382 6.08285
H 0.15463 1.58666 5.10264
H -0.03706 0.80096 6.59394
H -2.25838 0.21077 4.95488
H -0.93632 -0.89303 5.36027
*
```

Taken from the natural (NBO) analysis, the atomic charges in e are: Fe 1.52; N -0.75; C 0.33; S -0.21; N -0.41; N -0.30; C 0.04; C 0.16; C -0.21; C -0.12; C -0.23; C 0.07; N -0.55; H 0.42; H 0.42; H 0.23; H 0.25; H 0.25; H 0.25; H 0.21; C -0.26; O -0.84; P 1.80; O -0.84; C -0.25; O -0.84; C -0.25; H 0.21; H 0.21; H 0.20; H 0.22; H 0.18; H 0.19; H 0.22; H 0.19; H 0.19; C -0.59; C -0.53; C 0.57; N -0.58; H 0.25; H 0.23; H 0.22; H 0.28; H 0.28; N -0.69; C -0.34; C 0.75; O -0.70; O -0.74; H 0.45; H 0.48; H 0.45; H 0.26; H 0.26

=====

2.
Formula: C13H20N4O2S
Source: OMol25
Level of theory: ωB97M-V/def2-TZVPD

Properties
Kohn-Sham gap = 9.039 eV

```
! wB97M-V def2-TZVPD RIJCOSX def2/J DEFGRID3
* xyz 0 1
H -0.23071 -2.63889 2.37153
N -0.34242 -2.79259 1.40752
C -0.98615 -1.79058 0.98247
N -1.53533 -1.77217 -0.27801
C -0.79729 -2.34680 -1.43010
C 0.39739 -1.39620 -1.91512
C 0.02828 0.10002 -2.23094
C -0.93414 0.11926 -3.43169
C -2.66764 -0.87331 -0.17021
C -2.32917 -0.04993 1.13132
N -1.56371 -0.98848 1.90274
S -0.51724 -0.43244 3.06122
O 0.24463 -1.49376 3.80237
O -1.34763 0.41388 3.91485
C 0.71101 0.67058 2.03733
C 1.76088 0.02288 1.36192
C 2.77713 0.71255 0.71059
C 2.47771 2.10048 0.61909
N 3.26653 2.87478 -0.21639
C 1.49346 2.83766 1.29015
C 0.63460 2.10689 2.11970
H -1.56237 -2.30592 -2.32057
H -0.45450 -3.39975 -1.24900
H 0.94248 -1.80028 -2.84286
H 1.03613 -1.33740 -1.09331
H 0.86017 0.71523 -2.57720
H -0.35560 0.77928 -1.39889
H -1.17794 1.13737 -3.66392
H -0.44137 -0.23136 -4.34020
H -1.76860 -0.48207 -3.15551
H -3.66277 -1.45140 -0.13880
H -2.71746 -0.08700 -0.92768
H -3.25958 0.32910 1.62651
H -1.64314 0.83003 0.74381
H 1.81270 -1.11373 1.39274
H 3.71681 0.22628 0.45752
H 2.92521 3.80240 -0.37893
H 3.74574 2.37426 -1.04847
H 1.51427 3.89527 1.19245
H -0.05032 2.73587 2.68197
*
```

Taken from the natural (NBO) analysis, the atomic charges in e are: H 0.35; N -0.72; C 0.54; N -0.46; C -0.20; C -0.41; C -0.40; C -0.61; C -0.21; C -0.22; N -0.69; S 2.23; O -0.89; O -0.92; C -0.34; C -0.17; C -0.30; C 0.22; N -0.80; C -0.30; C -0.15; H 0.20; H 0.25; H 0.21; H 0.21; H 0.21; H 0.20; H 0.21; H 0.20; H 0.19; H 0.20; H 0.20; H 0.24; H 0.20; H 0.26; H 0.24; H 0.38; H 0.39; H 0.22; H 0.24

=====

3.
Formula: C17H13CdN5OS3
Source: OMol25
Level of theory: ωB97M-V/def2-TZVPD

Properties
Kohn-Sham gap (alpha / beta) = 2.767 / 5.619 eV

```
! wB97M-V def2-TZVPD RIJCOSX def2/J DEFGRID3
* xyz -1 2
Cd -0.73197 -1.11904 -1.60791
S 1.70849 -1.23766 -1.32423
C 1.89968 0.40431 -0.66953
C 3.03556 0.65794 0.05911
C 3.31111 1.88879 0.69001
C 4.49507 2.02037 1.43469
N 5.48091 2.09540 2.04503
C 2.33375 2.94370 0.55991
C 1.17304 2.67585 -0.19647
C 0.91598 1.47601 -0.81326
S -0.62215 1.35354 -1.70751
C 2.47640 4.20395 1.16476
N 2.57456 5.25579 1.64830
H 3.76397 -0.13710 0.17270
H 0.44060 3.46977 -0.28700
O -3.05473 -1.02169 -1.07775
N -3.43550 0.21487 -0.89536
C -3.33826 0.76824 0.32851
C -3.65322 2.09004 0.53135
C -4.06342 2.86967 -0.53934
C -4.15814 2.28091 -1.78992
C -3.83822 0.95314 -1.94620
H -2.97337 0.09981 1.09211
H -3.53777 2.50601 1.52130
H -4.28105 3.91917 -0.40527
H -4.44745 2.85012 -2.66086
H -3.84570 0.42575 -2.88668
C -0.17162 -2.36346 1.64126
N 0.70770 -3.23557 0.89787
C 2.05255 -3.42403 1.14814
C 2.54978 -4.16593 0.14177
N 1.49673 -4.43256 -0.70970
C 0.37597 -3.81377 -0.27403
S -1.12939 -3.77629 -1.05828
H 0.32814 -2.07171 2.56076
H -1.10613 -2.87789 1.85964
H -0.38486 -1.47163 1.04618
H 2.53219 -3.00139 2.01132
H 3.55019 -4.50224 -0.05238
H 1.57059 -4.77118 -1.65304
*
```

Taken from the natural (NBO) analysis, the atomic charges in e are: Cd 1.39; S -0.59; C -0.26; C -0.17; C -0.28; C 0.29; N -0.46; C -0.26; C -0.17; C -0.24; S -0.59; C 0.29; N -0.46; H 0.20; H 0.21; O -0.66; N 0.07; C 0.03; C -0.20; C -0.17; C -0.21; C 0.02; H 0.23; H 0.23; H 0.22; H 0.23; H 0.23; C -0.40; N -0.35; C -0.04; C -0.07; N -0.52; C 0.28; S -0.38; H 0.22; H 0.22; H 0.22; H 0.24; H 0.23; H 0.44

=====

4.
Formula: C42H40Cl3N13O3STi
Source: OMol25
Level of theory: ωB97M-V/def2-TZVPD

Properties
Kohn-Sham gap (alpha / beta) = 4.936 / 7.368 eV

```
! wB97M-V def2-TZVPD RIJCOSX def2/J DEFGRID3
* xyz 0 3
Ti 0.21659 0.88528 0.67951
O -3.08342 -1.28591 -0.74034
C -2.26312 -0.52978 -0.23045
N -0.95233 -0.40752 -0.50801
C -0.47583 -1.28206 -1.55641
C 0.02264 -0.57602 -2.79931
C 0.77074 -1.29507 -3.73424
C 1.23073 -0.65888 -4.86810
C 0.93082 0.68677 -5.05080
C 0.17785 1.31526 -4.07863
N -0.26461 0.70860 -2.97487
C -2.73427 0.41609 0.85192
C -4.03531 0.38295 1.32163
C -4.39911 1.27515 2.31658
C -3.45750 2.16743 2.81274
C -2.17546 2.13566 2.29511
N -1.83331 1.27643 1.33063
H 0.34713 -1.90098 -1.18331
H -1.27301 -1.97095 -1.85065
H 0.98651 -2.34110 -3.55464
H 1.81377 -1.19883 -5.60349
H 1.26157 1.22815 -5.92646
H -0.09206 2.36262 -4.18784
H -4.71637 -0.33940 0.89551
H -5.40814 1.27631 2.70802
H -3.70463 2.87196 3.59418
H -1.38359 2.77717 2.66806
Cl 4.91497 7.56730 1.25945
C 5.16879 6.08184 0.40501
C 4.10738 5.47045 -0.23469
C 4.32134 4.26526 -0.88480
C 5.56558 3.64948 -0.91468
C 5.83058 2.30926 -1.57163
C 4.74367 1.76516 -2.52261
N 3.73138 0.95314 -1.86646
C 3.87800 -0.38309 -1.58167
C 2.82406 -0.72382 -0.79881
N 2.03009 0.38247 -0.58948
C 2.60280 1.35939 -1.26226
O 6.22358 1.31215 -0.65564
C 5.45877 1.17481 0.55419
C 5.89410 2.08036 1.66614
C 7.10652 2.04060 2.28171
Cl 8.40610 0.98791 1.90037
S 7.24421 3.17070 3.56295
C 5.63802 3.71330 3.30598
C 5.04944 3.05625 2.27537
C 6.62372 4.33564 -0.31081
Cl 8.23748 3.71351 -0.39063
C 6.43703 5.53087 0.36090
H 3.13037 5.93219 -0.22859
H 3.48316 3.80911 -1.38992
H 6.70800 2.45442 -2.20884
H 5.24169 1.10569 -3.23160
H 4.26478 2.55650 -3.09951
H 4.72914 -0.94229 -1.92704
H 2.60024 -1.68247 -0.37157
H 2.22388 2.36194 -1.32592
H 5.57857 0.13365 0.84868
H 4.39362 1.34250 0.38429
H 5.20552 4.46041 3.95163
H 4.02718 3.22866 1.96509
H 7.27165 6.01880 0.84280
O 1.06387 1.75252 2.01312
N 1.29562 2.42325 3.17654
C 2.51717 2.07278 3.68978
C 2.95792 2.76559 4.84073
N 3.31356 3.33695 5.78080
C 3.34192 1.07926 3.13328
N 4.02061 0.25726 2.67275
C 1.94224 -3.22070 4.15471
N 1.31233 -2.34356 3.18987
C 1.76441 -2.40206 1.81772
C 0.37553 -1.42096 3.49219
N -0.20530 -0.74287 2.54903
N 0.05982 -1.29834 4.85914
C -1.23712 -0.71488 5.14919
C 1.11388 -0.65318 5.65114
H 2.02265 -4.22000 3.72492
H 1.33443 -3.27862 5.05265
H 2.94711 -2.87693 4.41571
H 2.52705 -3.17373 1.73049
H 2.21146 -1.44922 1.54098
H 0.93042 -2.62869 1.14673
H -0.84787 -0.09239 2.98418
H -1.27368 0.36763 4.95213
H -1.44780 -0.86121 6.20830
H -2.01381 -1.21143 4.56882
H 1.11460 0.43180 5.49628
H 2.09504 -1.03121 5.37612
H 0.94302 -0.86045 6.70790
N -2.85303 4.71369 -3.64027
C -2.09980 4.57759 -2.78424
C -1.15784 4.40965 -1.71278
C -0.55670 5.50945 -1.10676
C 0.34984 5.28285 -0.08918
C 0.63316 3.97908 0.28417
N 0.05753 2.92031 -0.30513
C -0.83271 3.13040 -1.27884
H -0.80515 6.51173 -1.42887
H 0.83016 6.10127 0.42835
H 1.31587 3.75708 1.09499
H -1.25872 2.24392 -1.73556
*
```

Atom charges from the Löwdin analysis, given in e for atoms 1 to 99: Ti 0.97; O 0.04; C -0.49; N -0.07; C -0.17; C -0.26; C -0.03; C -0.07; C -0.07; C -0.14; N 0.10; C -0.18; C 0.02; C -0.04; C -0.04; C -0.10; N 0.00; H 0.10; H 0.13; H 0.12; H 0.11; H 0.10; H 0.10; H 0.12; H 0.11; H 0.11; H 0.11; Cl 0.69; C -0.66; C -0.10; C -0.02; C -0.18; C -0.29; C -0.04; N -0.05; C -0.03; C -0.11; N 0.02; C -0.16; O -0.11; C -0.17; C -0.35; C -0.99; Cl 0.66; S 1.00; C -0.40; C -0.19; C -0.57; Cl 0.78; C -0.12; H 0.09; H 0.09; H 0.14; H 0.13; H 0.14; H 0.14; H 0.09; H 0.11; H 0.11; H 0.10; H 0.07; H 0.11; H 0.11; O -0.43; N -0.01; C -0.38; C -0.25; N 0.13; C -0.21; N 0.20; C -0.05; N -0.13; C -0.06; C -0.42; N 0.13; N -0.17; C -0.08; C -0.05; H 0.09; H 0.09; H 0.09; H 0.10; H 0.04; H 0.09; H 0.02; H 0.09; H 0.09; H 0.09; H 0.08; H 0.08; H 0.09; N 0.18; C -0.17; C -0.19; C 0.01; C -0.03; C -0.10; N 0.00; C -0.07

=====

5.
Formula: C3H8BrINS
Source: OMol25
Level of theory: ωB97M-V/def2-TZVPD

Properties
Kohn-Sham gap = 8.466 eV

```
! wB97M-V def2-TZVPD RIJCOSX def2/J DEFGRID3
* xyz 1 1
C -2.06998 1.14575 0.15890
C -1.21711 0.69569 -1.03925
C 0.93840 -0.69747 0.52673
N 2.40106 -0.99029 0.45174
S 0.58818 0.70311 -0.59309
Br -0.10215 -2.45086 0.16616
I -1.25601 2.07780 -2.64807
H -2.94785 0.51492 0.08463
H -1.30361 0.99716 1.05103
H -2.28454 2.19637 0.18090
H -1.57143 -0.20866 -1.40651
H 0.62576 -0.65946 1.57269
H 3.03674 -0.36923 1.03286
H 2.50915 -1.00681 -0.50683
H 2.65338 -1.94800 0.96811
*
```

Taken from the natural (NBO) analysis, the atomic charges in e are: C -0.64; C -0.43; C -0.25; N -0.73; S 0.24; Br 0.03; I 0.22; H 0.24; H 0.21; H 0.24; H 0.23; H 0.24; H 0.47; H 0.45; H 0.48

=====

6.
Formula: C46H58Ge2N4O5S3V
Source: OMol25
Level of theory: ωB97M-V/def2-TZVPD

Properties
Kohn-Sham gap (alpha / beta) = 7.592 / 7.374 eV

```
! wB97M-V def2-TZVPD RIJCOSX def2/J DEFGRID3
* xyz 0 2
V 0.19159 -0.04949 0.14895
C 4.96965 -1.23380 2.18621
C 3.46663 -0.96268 2.13069
Ge 2.79456 -0.00693 0.50884
C 3.80860 -0.47679 -1.14291
C 5.33071 -0.35115 -1.07558
C 3.39963 1.83173 0.79127
C 2.62669 2.89435 0.55003
Ge 0.70742 2.49581 0.22084
C 0.04502 3.22434 -1.49761
C 0.04293 4.72873 -1.76883
C -0.48261 3.14562 1.69069
C -0.65092 4.62470 2.04058
C 3.17311 4.28363 0.55140
C 4.54879 4.54036 0.51683
C 5.04120 5.83394 0.52564
C 4.17404 6.91932 0.55473
C 2.80888 6.68779 0.56133
C 2.32413 5.38702 0.55276
H 5.27589 -1.56600 3.18163
H 5.55381 -0.34392 1.94516
H 5.26745 -2.01187 1.48049
H 3.18269 -0.30288 2.95465
H 2.91008 -1.88660 2.30883
H 3.41164 0.23793 -1.86732
H 3.52333 -1.45820 -1.52600
H 5.63881 0.59741 -0.63053
H 5.76852 -0.39511 -2.07623
H 5.78627 -1.14838 -0.48961
H 4.44555 1.99483 1.05958
H -0.97035 2.82719 -1.58903
H 0.62769 2.71959 -2.26865
H -0.52888 5.28706 -1.02321
H -0.40831 4.93663 -2.74354
H 1.05050 5.14459 -1.78057
H -0.16458 2.59943 2.58053
H -1.45185 2.75135 1.36499
H 0.26521 5.05551 2.44148
H -1.42362 4.75174 2.80466
H -0.95276 5.22369 1.17892
H 5.24998 3.71831 0.46514
H 6.11146 5.99690 0.49862
H 4.56118 7.93006 0.55675
H 2.11355 7.51822 0.56574
H 1.25715 5.23159 0.53751
C -3.84517 4.20672 -1.28948
C -4.05445 2.82984 -0.76640
N -3.10273 2.00878 -0.39338
C -3.72477 0.85685 0.00754
C -5.09416 0.99188 -0.11450
N -5.27161 2.25157 -0.61459
C -6.32065 0.18516 0.14364
O -6.17272 -1.01143 0.67283
O -7.39989 0.66130 -0.12198
C -2.93651 -0.31949 0.46068
O -3.50078 -1.31821 0.92376
O -1.67371 -0.21260 0.33515
H -2.77584 4.38090 -1.38491
H -4.26621 4.95523 -0.61648
H -4.30753 4.33022 -2.26960
H -6.18379 2.62790 -0.82504
H -5.19703 -1.20948 0.83759
C -1.21072 -2.84023 3.48689
N -1.83155 -1.53723 3.51055
C -3.24160 -1.38361 3.85975
C -3.48823 0.12405 3.66986
N -2.16528 0.60346 3.28135
C -1.27240 -0.38490 3.16272
S 0.36218 -0.18594 2.67606
H -1.14055 -3.24803 4.49763
H -0.21250 -2.74294 3.06722
H -1.80460 -3.51125 2.86204
H -3.41001 -1.70817 4.88824
H -3.84972 -1.99104 3.18894
H -3.81824 0.60528 4.58982
H -4.22328 0.32137 2.88928
H -1.96448 1.51992 2.91307
O 0.48861 -2.42859 0.30540
S 1.18699 -3.57948 0.97282
C 2.78330 -3.86883 0.13566
C 2.74362 -4.40244 -1.26540
C 3.37196 -5.60817 -1.56241
C 3.33816 -6.12370 -2.85053
C 2.66570 -5.44050 -3.85307
C 2.03233 -4.23980 -3.56143
C 2.07185 -3.72034 -2.27695
C 0.31559 -5.08090 0.42716
C -1.16214 -4.96448 0.65055
C -1.93971 -4.20676 -0.22156
C -3.30895 -4.11585 -0.03188
C -3.91480 -4.77515 1.02869
C -3.14499 -5.52979 1.90259
C -1.77313 -5.62310 1.71287
H 3.32384 -4.54652 0.80159
H 3.26960 -2.89355 0.19922
H 3.89495 -6.14721 -0.78024
H 3.83644 -7.05932 -3.06894
H 2.63698 -5.84111 -4.85803
H 1.50670 -3.69657 -4.33648
H 1.57340 -2.78539 -2.06161
H 0.74746 -5.88476 1.02836
H 0.55201 -5.25146 -0.62156
H -1.46360 -3.67550 -1.03698
H -3.90546 -3.51777 -0.70776
H -4.98508 -4.69981 1.17217
H -3.61215 -6.05221 2.72776
H -1.17275 -6.21983 2.39082
S 0.54100 -0.34485 -2.07060
C -0.60617 0.48169 -3.14353
C -0.11289 1.18225 -4.24293
C -0.98068 1.83296 -5.10596
C -2.35214 1.78661 -4.88837
C -2.84761 1.06996 -3.80839
C -1.98080 0.41645 -2.94484
H 0.95691 1.22688 -4.40556
H -0.58288 2.38185 -5.95029
H -3.02846 2.29629 -5.56245
H -3.91607 1.01172 -3.63615
H -2.36882 -0.14438 -2.10590
*
```

Atom charges from the Löwdin analysis, given in e for atoms 1 to 99: V 0.25; C -0.17; C -0.41; Ge 0.79; C -0.38; C -0.17; C -0.25; C -0.33; Ge 0.92; C -0.36; C -0.17; C -0.38; C -0.17; C -0.22; C -0.04; C -0.09; C -0.10; C -0.08; C -0.07; H 0.07; H 0.06; H 0.05; H 0.03; H 0.01; H 0.04; H 0.03; H 0.06; H 0.07; H 0.05; H 0.05; H 0.03; H 0.04; H 0.05; H 0.07; H 0.06; H 0.02; H 0.02; H 0.06; H 0.07; H 0.05; H 0.10; H 0.10; H 0.10; H 0.10; H 0.05; C 0.02; C -0.34; N 0.18; C -0.14; C -0.08; N 0.18; C -0.49; O 0.12; O 0.10; C -0.52; O 0.03; O -0.18; H 0.06; H 0.09; H 0.09; H 0.17; H 0.08; C -0.02; N -0.12; C -0.09; C -0.10; N 0.07; C -0.69; S 0.74; H 0.10; H 0.03; H 0.07; H 0.13; H 0.11; H 0.12; H 0.11; H 0.11; O -0.61; S 0.96; C -0.26; C -0.29; C -0.05; C -0.08; C -0.08; C -0.06; C -0.06; C -0.25; C -0.29; C -0.03; C -0.07; C -0.08; C -0.09; C -0.08; H 0.10; H 0.06; H 0.11; H 0.10; H 0.10; H 0.11

=====

E per entry: -3294.7647, -1274.9351, -2366.9399, -5190.2931, -3443.4355, -8675.3696 hartree